Version a
Below is a structure of composition C29H33BN9O3P2S2Tl, with properties calculated with ωB97M-V/def2-TZVPD.

Net charge = -2
LUMO = 4.04 eV
HOMO energy = -3.3 eV

Positions of all 80 atoms, in Å:
H  -2.62064  2.19346  -1.91772
H  3.94446  -2.81787  -4.48492
C  5.00211  -2.51756  0.61118
H  -3.57577  0.65767  -3.66442
H  5.41994  -0.97130  -2.35161
H  -0.29231  -2.06918  5.41738
C  1.37736  3.82811  -1.12295
N  0.27774  5.39567  -4.05759
C  2.90317  -2.45462  -0.59820
H  -2.68902  -0.77913  -3.90988
H  3.78979  0.82921  -3.04563
H  -7.55787  2.08595  4.57572
C  -0.65864  -1.65401  4.49108
C  -6.66144  2.31272  1.35010
H  1.31827  -4.48218  1.03002
C  -1.62479  0.73096  -3.10012
P  1.06070  -2.66769  -0.64131
N  2.20065  -0.03534  1.43070
H  3.19903  0.98852  -0.09779
N  0.19123  -1.15502  3.57662
H  -2.06764  2.79527  -3.48808
H  3.16090  -3.24937  1.38652
H  1.65654  -4.91852  -1.44500
N  -2.67902  0.22148  -3.80691
N  3.69574  6.43883  -1.46503
H  -2.52435  -0.63026  2.02224
S  -6.75159  3.02541  -0.27922
C  -7.32303  2.63511  2.51705
H  5.55270  -2.77004  1.51017
C  1.68368  4.91416  -1.95684
N  2.53565  -0.35175  2.69846
C  -7.05883  1.86186  3.64097
H  4.22371  -0.07541  3.93384
C  4.91335  -1.50811  -1.55740
C  0.74365  -3.55732  0.93967
H  -0.32133  -3.79403  0.97461
C  3.55376  -1.78842  -1.66413
H  2.10117  -2.38328  3.62280
N  -5.66385  2.02872  -0.97039
C  3.77778  0.08671  2.96543
O  -6.29655  4.39135  -0.25455
C  3.64727  -2.79938  0.53170
C  -5.50624  0.48953  2.38718
C  -1.94867  -1.52415  4.01103
C  -6.15655  0.80246  3.57421
H  -5.95978  0.21591  4.46359
H  -8.01745  3.46554  2.55247
H  0.96264  -2.89799  1.78073
H  -4.80604  -0.33227  2.31803
H  3.38115  -1.43603  -5.44298
C  -1.80475  2.15407  -2.64559
H  6.69602  -1.64029  -0.37123
C  3.24190  0.61519  0.91382
C  0.90062  5.17242  -3.10871
H  -0.03855  -4.50247  -1.81161
H  2.34833  0.89149  -4.09903
O  -8.07566  2.80179  -0.81218
O  -0.62407  0.06285  -2.87837
C  4.27992  0.71651  1.84325
H  2.14393  0.94640  -2.35812
C  2.75014  0.51496  -3.15643
B  1.74323  -1.21596  3.73041
N  1.12695  2.91088  -0.45872
H  -2.86599  -1.81358  4.49753
C  3.78873  -1.73757  -4.47604
C  -1.78367  -0.91490  2.75961
P  2.55561  -1.31447  -3.14827
C  2.79266  5.74807  -1.68070
C  0.98659  -4.12605  -1.78490
H  4.74880  -1.24138  -4.32760
C  5.63936  -1.87407  -0.43575
H  -0.89169  2.52002  -2.18675
H  1.26692  -3.81456  -2.79013
S  -4.15735  -0.13046  -0.50675
H  2.01975  -0.79266  4.83500
Tl  -0.06206  0.42509  0.08636
H  5.24063  1.18864  1.72332
C  -5.21632  1.11727  -0.12366
N  -0.49218  -0.70202  2.51238
C  -5.77058  1.26039  1.26805

Atomic partial charges in e from the Mulliken method, atoms 1 to 6: number 1, H, carries 0.09; number 2, H, carries 0.36; number 3, C, carries -0.68; number 4, H, carries 0.25; number 5, H, carries 0.17; number 6, H, carries 0.41

Version b
Below is a structure of composition C29H33BN9O3P2S2Tl, with properties calculated with ωB97M-V/def2-TZVPD.

Net charge = -2
LUMO = 3.96 eV
HOMO energy = -3.1 eV

Positions of all 80 atoms, in Å:
H  2.28666  1.16052  2.28931
C  -2.41748  -0.62630  2.67252
Tl  0.35643  0.41533  -1.09971
H  -3.74305  -5.05494  -6.47062
C  -1.25961  0.00424  3.13918
C  -3.12579  -4.21135  -6.18554
H  -4.49967  -0.98887  3.04082
H  -4.59409  0.32390  5.11251
C  3.53177  1.72235  -1.22322
H  5.96589  -0.43201  -1.23966
H  2.92286  2.60091  -1.37481
N  -2.51139  6.52060  -0.30067
C  -2.29632  2.77683  0.59900
H  -0.26327  -3.49858  -4.45949
C  -2.66169  -1.89008  -6.19106
C  4.85174  1.47652  -1.61392
H  -1.71794  -5.43012  -5.11902
C  2.88408  -3.78625  -0.89275
C  -3.48609  -2.92888  -6.57910
H  3.57929  -1.40702  1.34772
H  5.51825  2.12834  -2.15154
H  -4.03875  -1.66471  -0.62327
C  0.35975  4.67804  -0.74079
C  -2.96047  -3.23740  1.74524
B  3.83963  -1.62618  0.18183
C  5.08991  0.19014  -1.17074
H  0.87328  2.20846  2.28856
C  1.29191  1.29759  2.71939
H  -3.89806  -3.15154  2.29965
H  -1.50808  4.51659  1.55175
H  -3.21801  4.25486  1.86888
N  1.45815  -2.13205  -0.59088
H  -0.25127  -3.06087  -1.33561
H  -1.99920  3.20563  2.65761
H  -2.20291  -3.67812  2.39412
C  -1.16184  -3.36251  -5.04871
N  -2.87712  3.22458  -0.54057
S  0.61614  -0.77778  -4.29474
O  -2.73972  0.15758  -7.85012
P  0.30991  -0.14729  2.16071
H  3.85030  -4.26112  -0.86594
C  -1.51924  -2.08610  -5.45007
C  -3.59762  -0.50796  3.40129
C  0.80164  -3.15805  -1.11676
H  -3.03560  4.21582  -0.65342
P  -2.35402  -1.61599  1.10566
C  -2.51082  0.85504  5.03913
C  -2.25935  3.74970  1.75002
H  1.38730  1.40292  3.79987
H  -0.44186  1.22251  4.70530
N  0.58689  3.54459  -0.78708
H  0.49401  -2.38342  3.08589
N  2.74050  -2.52333  -0.46234
O  -1.83673  1.65183  0.70102
C  1.10320  -1.48105  3.15510
C  1.65548  -4.24849  -1.32536
H  2.08481  -1.70148  2.73823
C  -1.97624  -4.42306  -5.42376
H  -3.11122  -3.90916  0.89886
H  -4.77612  -1.11208  0.89506
H  -2.70876  2.68532  -1.37671
C  -1.32675  0.73156  4.32623
C  -1.37842  6.33282  -0.45669
N  3.02016  0.67185  -0.58576
C  0.94234  7.07334  -0.71640
N  3.98555  -0.27060  -0.56655
H  1.19739  -1.19250  4.20547
N  -1.45139  0.26808  -5.67114
H  4.89484  -2.21799  0.06109
C  -0.01249  6.03504  -0.64127
C  -3.65904  0.23145  4.57334
O  -3.98496  0.32173  -5.73743
H  -4.37611  -2.74661  -7.16716
H  -3.74118  -0.01852  -0.05584
N  1.71530  7.93153  -0.77241
H  1.42096  -5.21208  -1.74435
C  -3.88680  -1.04801  0.26439
C  -0.81357  -0.77457  -5.16928
H  -2.53421  1.43570  5.95379
S  -2.81650  -0.14629  -6.44246

Atomic partial charges in e from the Mulliken method, atoms 1 to 6: number 1, H, carries 0.37; number 2, C, carries -0.03; number 3, Tl, carries 0.77; number 4, H, carries 0.36; number 5, C, carries 0.20; number 6, C, carries -0.33

Relative energies, in kcal/mol, with the most stable structure set to zero: version a 5.6; version b 0.0.

Version a
Below is the molecule C3H4N4, with properties calculated with ωB97M-V/def2-TZVPD.

SMILES = [H]/N=C(\C#N)NN=C
LUMO = -0.54 eV
HOMO energy = -9.6 eV

Positions of all 11 atoms, in Å:
N  -1.36978  0.28003  -0.32665
N  1.01398  1.91990  0.12971
C  0.90167  0.63636  -0.17680
C  -2.32330  -0.47783  0.26852
C  2.18376  -0.19021  -0.20403
N  2.84254  -1.24856  0.14485
H  -3.31987  0.12040  0.29188
H  2.13471  2.17436  0.23866
N  -0.13004  -0.24423  -0.39989
H  -2.23176  -1.65129  0.25763
H  0.29809  -1.31894  -0.22388

Atomic partial charges in e from the Mulliken method, atoms 1 to 6: number 1, N, carries -0.47; number 2, N, carries -0.63; number 3, C, carries 0.61; number 4, C, carries -0.27; number 5, C, carries 0.07; number 6, N, carries -0.45

Version b
Below is the molecule C3H4N4, with properties calculated with ωB97M-V/def2-TZVPD.

SMILES = Cc1nncnn1
LUMO = -0.37 eV
HOMO energy = -8.9 eV

Positions of all 11 atoms, in Å:
H  3.17257  -0.18056  -0.49982
N  1.47414  -1.08899  0.13060
N  1.59812  1.09689  -0.01284
H  -2.06352  -1.03359  -0.68201
H  -1.99998  -0.12396  1.10039
H  -2.45299  1.04428  -0.20969
N  0.24674  -1.01837  0.12986
N  0.24203  1.19952  0.18726
C  -2.01174  -0.05793  -0.12432
C  2.19517  -0.01212  -0.04246
C  -0.40054  0.17483  0.02303

Atomic partial charges in e from the Mulliken method, atoms 1 to 6: number 1, H, carries 0.38; number 2, N, carries -0.46; number 3, N, carries -0.29; number 4, H, carries 0.34; number 5, H, carries 0.20; number 6, H, carries 0.31

Version c
Below is the molecule C3H4N4, with properties calculated with ωB97M-V/def2-TZVPD.

SMILES = Nc1cnnnc1
LUMO = 0.11 eV
HOMO energy = -9.0 eV

Positions of all 11 atoms, in Å:
H  -0.10141  2.29371  -0.00009
H  -2.50152  0.53085  -0.39740
C  0.43261  -1.04573  -0.02587
N  2.31849  -0.07614  0.00325
N  -1.69796  -0.06802  0.13490
N  1.73907  1.12070  0.12796
H  -1.89216  -1.00002  -0.08851
H  -0.11513  -1.96726  0.45279
N  1.74897  -1.10391  -0.06549
C  -0.33146  0.08836  -0.06640
C  0.40051  1.22745  -0.07514

Atomic partial charges in e from the Mulliken method, atoms 1 to 6: number 1, H, carries 0.30; number 2, H, carries 0.29; number 3, C, carries -0.23; number 4, N, carries -0.43; number 5, N, carries -0.58; number 6, N, carries -0.22

Relative energies, in kcal/mol, with the most stable structure set to zero: version a 37.3; version b 24.5; version c 0.0.